1.
ORCA calculation (ωB97M-V with the def2-TZVPD basis set) on 2 unconnected molecules or ions with the total composition CHNO4 at a distorted geometry.

```
7
CHNO4, DFT ωB97M-V with the def2-TZVPD basis set
O 0.14 -1.35 -0.01
O -0.59 1.95 -0.08
O 1.09 -2.20 -0.03
N -0.84 0.78 0.00
H 1.84 0.67 0.02
O -1.93 0.26 0.07
C 0.29 -0.12 0.02
```

Orbital gap (alpha / beta) (eV): 8.6 / 8.6
Relative energy (zero: lowest compared OMol25 entry of this formula, charge and spin) (kcal per mole): 212.2
E_LUMO (alpha / beta) (eV): -2.3 / -2.3

Mulliken atomic charge list, values in e, 6 entries: number 1, O, carries 0.222; number 2, O, carries -0.500; number 3, O, carries -0.513; number 4, N, carries 0.922; number 5, H, carries 0.349; number 6, O, carries -0.490

---

2.
ORCA calculation (ωB97M-V with the def2-TZVPD basis set) on CH3N5O in the gas phase at a distorted geometry.

```
10
CH3N5O, DFT ωB97M-V with the def2-TZVPD basis set
O -2.36 -0.42 -0.07
H -3.35 -0.15 0.22
N -1.52 0.73 -0.15
N 0.90 1.03 0.13
N 0.30 -0.93 0.24
N 1.64 -0.89 -0.16
H -0.17 -1.85 -0.11
N 2.03 0.27 -0.10
H 0.68 2.01 -0.04
C -0.30 0.31 0.14
```

Orbital gap (eV): 9.4
Relative energy (zero: lowest compared OMol25 entry of this formula, charge and spin) (kcal per mole): 55.0
SMILES string: ON=c1[nH]nn[nH]1
E_LUMO (eV): 0.8

Mulliken atomic charge list, values in e, 6 entries: number 1, O, carries -0.440; number 2, H, carries 0.340; number 3, N, carries -0.481; number 4, N, carries -0.016; number 5, N, carries -0.041; number 6, N, carries -0.176

---

3.
ORCA calculation (ωB97M-V with the def2-TZVPD basis set) on C4H10N2O in the gas phase at a distorted geometry.

```
17
C4H10N2O, DFT ωB97M-V with the def2-TZVPD basis set
N 0.47 0.60 -0.48
H -0.61 0.93 1.40
C -0.25 -1.08 1.23
H 0.01 2.56 -0.21
N -0.93 -2.13 0.43
H 0.84 -1.22 1.19
O 1.17 0.39 -2.71
H -0.70 -0.95 2.25
C 0.96 2.05 -0.48
C 0.51 0.03 -1.75
H -1.94 -2.30 0.71
H -0.26 -0.79 -1.93
H -0.42 -3.04 0.45
H 1.52 2.25 0.53
H 1.69 2.13 -1.32
H -1.56 0.31 0.17
C -0.51 0.27 0.52
```

Orbital gap (eV): 10.0
Relative energy (zero: lowest compared OMol25 entry of this formula, charge and spin) (kcal per mole): 58.0
SMILES string: CN(C=O)CCN
E_LUMO (eV): 0.9

Mulliken atomic charge list, values in e, 6 entries: number 1, N, carries 0.053; number 2, H, carries 0.449; number 3, C, carries -0.555; number 4, H, carries 0.336; number 5, N, carries -0.518; number 6, H, carries 0.350

---

4.
ORCA calculation (ωB97M-V with the def2-TZVPD basis set) on 2 unconnected molecules or ions with the total composition C5H9F2NO at a distorted geometry.

```
18
C5H9F2NO, DFT ωB97M-V with the def2-TZVPD basis set
H -1.53 1.83 -0.25
H 0.52 -1.96 -2.03
H 0.60 -2.40 1.07
H 1.90 -1.25 -1.07
C 0.67 -0.05 0.77
H -0.81 2.46 1.10
H -1.57 3.65 -0.09
O 1.42 1.14 2.64
N 1.06 0.59 1.65
C -1.08 2.77 0.04
F -1.15 -0.30 -0.70
H 0.77 -0.23 -2.29
H -0.60 -3.03 -0.19
C 0.04 -0.88 -0.28
C 0.92 -1.07 -1.45
F 0.18 2.77 -0.74
C -0.25 -2.16 0.52
H -1.08 -1.89 1.28
```

Orbital gap (alpha / beta) (eV): 5.4 / 7.3
Relative energy (zero: lowest compared OMol25 entry of this formula, charge and spin) (kcal per mole): 79.7
⟨S²⟩: 2.01
E_LUMO (alpha / beta) (eV): 0.8 / -2.7
Multiplicity: 3

Mulliken atomic charge list, values in e, 6 entries: number 1, H, carries 0.118; number 2, H, carries 0.352; number 3, H, carries 0.447; number 4, H, carries 0.403; number 5, C, carries -0.436; number 6, H, carries 0.166